Record 1
C6H14N2O2 | wB97M-V/def2-TZVPD

Last column: natural (NBO) charge in e.
Positions of all 24 atoms, in Å:
C -0.674 -0.925 -2.081  -0.43
N -0.545 0.532 -1.884  -0.63
C 0.581 1.093 -1.317  0.67
C 0.582 2.583 -1.099  -0.72
O 1.592 0.451 -1.121  -0.64
H -1.458 -1.385 -1.509  0.21
H -1.065 -1.017 -3.126  0.19
H 0.358 -1.275 -2.061  0.24
H -1.220 1.118 -2.341  0.39
H 0.755 3.021 -2.113  0.24
H -0.369 3.084 -0.797  0.22
H 1.303 2.986 -0.371  0.25
C 1.334 -2.137 1.229  -0.42
N 0.748 -0.858 1.499  -0.63
C -0.393 -0.680 2.217  0.66
C -1.355 0.429 1.886  -0.72
O -0.775 -1.519 3.019  -0.62
H 2.138 -2.090 0.506  0.22
H 1.642 -2.749 2.084  0.21
H 0.532 -2.880 0.869  0.19
H 1.145 -0.072 1.015  0.41
H -1.536 0.685 0.819  0.22
H -2.278 0.166 2.410  0.25
H -1.043 1.441 2.267  0.23

Calculated values
E_HOMO (eV): -9.14
Total energy (eV): -13524.292
ΔE to the lowest compared entry with this formula, charge and spin (kcal/mol): 30.7
Orbital gap (eV): 9.737
SMILES: CNC(C)=O.CNC(C)=O



Record 2
CH5O3Si2 | wB97M-V/def2-TZVPD

Last column: natural (NBO) charge in e.
Positions of all 11 atoms, in Å:
C 2.767 -1.063 -0.912  0.97
O 2.780 -1.115 -2.071  -0.59
O 3.235 -1.413 0.130  -0.62
O -0.689 0.281 -0.143  -1.29
Si -2.164 -0.075 0.124  1.32
Si 0.854 0.920 0.299  0.51
H -2.857 0.779 1.220  -0.24
H -2.505 -1.471 0.345  -0.25
H -3.008 0.213 -1.223  -0.26
H 0.783 0.550 1.819  -0.27
H 0.805 2.394 0.412  -0.26

Calculated values
E_HOMO (eV): -2.76
Total energy (eV): -23017.338
ΔE to the lowest compared entry with this formula, charge and spin (kcal/mol): 33.2
Net charge: -1
Orbital gap (eV): 6.400



Record 3
C39H78NO11 | wB97M-V/def2-TZVPD

Last column: Löwdin charge in e.
Positions of all 129 atoms, in Å:
C 0.806 7.662 -7.090  -0.04
C 1.788 7.005 -8.089  -0.53
C 3.172 6.912 -7.427  -0.13
C 3.282 5.741 -6.455  -0.18
C 2.738 4.441 -7.048  -0.14
C 1.311 4.600 -7.643  -0.51
N 1.361 5.716 -8.549  -0.22
O 0.194 5.791 -9.311  -0.29
C 0.312 4.659 -6.458  -0.03
C 1.092 3.337 -8.454  -0.05
C 1.889 7.940 -9.279  -0.06
H 1.162 8.679 -6.854  0.05
H 0.829 7.171 -6.119  0.04
H -0.205 7.781 -7.475  0.07
H 3.305 7.823 -6.827  0.11
H 3.952 6.846 -8.189  0.11
H 2.766 5.927 -5.507  0.08
H 4.339 5.586 -6.209  0.10
H 2.742 3.680 -6.255  0.08
H 3.392 4.104 -7.859  0.12
H -0.555 5.251 -6.748  0.06
H 0.721 5.021 -5.510  0.06
H 0.032 3.623 -6.229  0.05
H 1.460 3.433 -9.474  0.08
H 0.030 3.093 -8.571  0.08
H 1.579 2.474 -7.981  0.04
H 2.277 8.923 -8.980  0.07
H 0.988 8.060 -9.878  0.06
H 2.619 7.522 -9.987  0.09
C 2.009 5.219 -2.159  -0.03
C 0.674 5.892 -2.362  -0.50
O -0.337 5.473 -1.848  0.07
C 0.669 7.132 -3.206  -0.02
H 2.758 5.986 -1.945  0.09
H 2.295 4.814 -3.136  0.06
H 1.965 4.467 -1.382  0.08
H 1.216 7.919 -2.678  0.09
H -0.353 7.440 -3.408  0.09
H 1.185 6.972 -4.153  0.05
C -1.043 10.783 -6.876  -0.02
C -2.161 11.491 -7.607  -0.50
O -2.190 12.697 -7.681  0.06
C -3.250 10.637 -8.182  -0.02
H -0.821 11.273 -5.923  0.08
H -0.068 10.823 -7.361  0.07
H -1.311 9.751 -6.654  0.07
H -2.914 9.668 -8.548  0.06
H -3.763 11.170 -8.980  0.09
H -3.967 10.447 -7.376  0.09
C -1.952 7.887 -11.303  -0.02
C -2.096 9.214 -12.004  -0.51
O -3.057 9.528 -12.671  0.05
C -0.913 10.138 -11.828  -0.03
H -2.055 8.134 -10.239  0.07
H -0.991 7.411 -11.479  0.08
H -2.808 7.248 -11.514  0.08
H -0.053 9.757 -12.381  0.08
H -0.655 10.244 -10.774  0.08
H -1.125 11.121 -12.253  0.08
C 3.186 0.837 -11.597  -0.03
C 3.989 2.101 -11.793  -0.50
O 3.646 3.099 -11.215  0.09
C 5.320 2.000 -12.498  -0.03
H 2.205 1.119 -11.213  0.07
H 3.659 0.193 -10.857  0.07
H 3.027 0.294 -12.532  0.08
H 5.997 1.420 -11.863  0.09
H 5.770 2.989 -12.571  0.08
H 5.246 1.536 -13.480  0.08
C 2.853 13.449 -6.869  -0.02
C 3.340 12.394 -5.909  -0.50
O 4.456 12.409 -5.449  0.05
C 2.365 11.286 -5.600  -0.02
H 3.650 14.149 -7.108  0.08
H 1.958 13.962 -6.518  0.08
H 2.587 12.946 -7.805  0.09
H 1.951 10.829 -6.491  0.05
H 1.591 11.670 -4.927  0.09
H 2.871 10.556 -4.962  0.08
C -4.533 6.330 -8.035  -0.02
C -4.589 5.342 -6.900  -0.50
O -5.430 4.475 -6.858  0.06
C -3.516 5.456 -5.845  -0.02
H -4.882 5.851 -8.948  0.08
H -3.523 6.701 -8.199  0.07
H -5.227 7.143 -7.803  0.09
H -2.630 4.892 -6.146  0.07
H -3.870 4.885 -4.985  0.08
H -3.289 6.499 -5.639  0.08
C 1.908 -0.433 -8.516  -0.02
C 0.390 -0.560 -8.506  -0.49
O -0.199 -1.016 -7.557  0.06
C -0.363 -0.124 -9.753  -0.01
H 2.165 0.629 -8.491  0.06
H 2.284 -0.858 -9.441  0.06
H 2.200 -0.922 -7.590  0.09
H 0.278 -0.313 -10.622  0.06
H -0.485 0.960 -9.721  0.08
H -1.257 -0.725 -9.879  0.08
C 4.580 11.868 -12.607  -0.02
C 4.334 10.390 -12.547  -0.51
O 5.096 9.603 -13.073  0.05
C 3.093 9.942 -11.834  -0.02
H 5.362 12.102 -13.326  0.08
H 4.875 12.199 -11.607  0.07
H 3.679 12.421 -12.878  0.08
H 2.295 10.651 -12.059  0.07
H 3.266 9.941 -10.757  0.06
H 2.798 8.930 -12.101  0.09
C 6.560 11.111 -7.644  -0.02
C 5.816 10.611 -8.867  -0.48
O 4.826 11.179 -9.273  0.05
C 6.378 9.398 -9.581  0.00
H 6.178 12.090 -7.381  0.07
H 7.624 11.107 -7.878  0.08
H 6.375 10.392 -6.841  0.10
H 7.451 9.393 -9.364  0.08
H 6.341 9.575 -10.654  0.07
H 5.900 8.495 -9.214  0.09
C 0.992 1.800 -4.930  -0.01
C 1.933 1.295 -3.872  -0.48
O 1.882 0.165 -3.443  0.06
C 2.870 2.311 -3.268  -0.02
H 1.544 2.074 -5.830  0.06
H 0.546 2.713 -4.519  0.08
H 0.203 1.082 -5.128  0.09
H 2.389 2.799 -2.416  0.06
H 3.118 3.094 -3.991  0.06
H 3.805 1.883 -2.910  0.09

Calculated values
E_HOMO (eV): -2.48
Total energy (eV): -65719.085
Net charge: -1
Orbital gap (eV): 4.590



Record 4
C10H10NOS | wB97M-V/def2-TZVPD

Last column: natural (NBO) charge in e.
Positions of all 23 atoms, in Å:
C 3.229 0.638 0.298  -0.27
C 2.888 -0.566 -0.172  -0.13
N 1.504 -0.874 -0.415  -0.39
C 0.814 -1.826 0.501  0.10
O -0.512 -1.824 0.169  -0.47
C -1.122 -0.562 0.098  0.29
C -2.455 -0.658 0.383  -0.24
C -3.311 0.388 0.250  -0.15
C -2.738 1.645 -0.142  -0.18
C -1.386 1.732 -0.271  -0.17
C -0.554 0.685 -0.186  -0.21
C 0.859 0.739 -0.532  -0.11
S 1.879 1.844 0.446  0.35
H 4.259 0.829 0.498  0.27
H 3.667 -1.402 -0.290  0.26
H 1.335 -1.264 -1.279  0.43
H 1.149 -2.786 0.395  0.22
H 0.931 -1.624 1.590  0.21
H -2.864 -1.704 0.479  0.25
H -4.402 0.365 0.387  0.24
H -3.339 2.483 -0.152  0.23
H -0.891 2.672 -0.460  0.22
H 1.059 1.069 -1.594  0.26

Calculated values
E_HOMO (eV): -12.70
Total energy (eV): -24895.892
ΔE to the lowest compared entry with this formula, charge and spin (kcal/mol): 28.1
Net charge: +1
Orbital gap (eV): 9.457
SMILES: C1=C[N@H+]2COc3ccccc3[C@H]2S1



Record 5
C15H45N9O6 | wB97M-V/def2-TZVPD

Last column: Löwdin charge in e.
Positions of all 75 atoms, in Å:
C -1.145 -3.218 -1.006  -0.10
O -2.301 -3.537 -0.254  -0.20
C -3.043 -2.462 0.226  -0.17
C -4.586 -2.970 0.649  -0.36
C -4.841 -3.807 1.910  -0.06
N -5.204 -3.655 -0.512  0.02
H -1.286 -2.389 -1.699  0.08
H -0.861 -4.094 -1.588  0.09
H -0.345 -2.985 -0.302  0.07
H -2.611 -1.975 1.100  0.09
H -3.068 -1.712 -0.564  0.11
H -5.095 -2.017 0.788  0.11
H -4.004 -4.485 2.078  0.08
H -5.769 -4.376 1.881  0.07
H -4.920 -3.128 2.759  0.05
H -4.606 -4.456 -0.653  0.06
H -5.153 -3.122 -1.368  0.06
C 7.268 -1.515 1.660  -0.09
O 6.060 -1.520 0.876  -0.20
C 4.974 -2.090 1.660  -0.18
C 3.611 -1.987 0.880  -0.40
C 3.591 -2.978 -0.289  -0.07
N 3.543 -0.640 0.346  0.02
H 7.147 -0.867 2.529  0.08
H 8.097 -1.139 1.061  0.09
H 7.527 -2.507 2.028  0.08
H 5.143 -3.126 1.956  0.12
H 4.842 -1.582 2.616  0.12
H 2.748 -2.208 1.508  0.14
H 4.505 -3.110 -0.868  0.08
H 2.822 -2.830 -1.048  0.07
H 3.336 -3.959 0.110  0.08
H 4.411 -0.509 -0.154  0.08
H 3.615 -0.036 1.152  0.09
C -0.337 4.453 -1.703  -0.11
O 0.149 3.303 -2.254  -0.22
C 0.673 3.426 -3.556  -0.20
C 1.263 2.159 -4.185  -0.38
C 1.646 2.249 -5.707  -0.07
N 0.361 0.955 -4.110  0.04
H -0.997 4.307 -0.847  0.08
H -0.845 5.068 -2.445  0.10
H 0.525 4.943 -1.251  0.10
H -0.089 3.809 -4.234  0.13
H 1.450 4.187 -3.632  0.13
H 2.226 2.047 -3.685  0.12
H 2.279 1.466 -6.123  0.07
H 2.112 3.173 -6.050  0.07
H 0.770 2.115 -6.342  0.07
H 0.958 0.146 -4.007  0.06
H -0.214 0.942 -3.279  0.05
N 1.213 1.426 -0.469  0.19
C 0.375 1.114 0.457  -0.70
N 0.644 -0.091 0.854  0.19
O -0.547 1.826 0.904  -0.02
H 1.890 0.779 -0.848  0.10
H 1.141 2.313 -0.946  0.09
H 0.003 -0.618 1.429  0.11
H 1.475 -0.469 0.422  0.06
N -3.962 -0.753 4.294  0.17
C -3.022 -0.465 3.446  -0.82
N -3.332 0.478 2.647  0.19
O -1.958 -1.043 3.402  0.03
H -3.831 -1.351 5.097  0.12
H -4.901 -0.442 4.089  0.11
H -4.244 0.913 2.644  0.12
H -2.580 1.013 2.238  0.09
N -0.903 4.655 1.867  0.17
C -2.158 4.601 1.990  -0.85
N -2.589 3.465 1.560  0.17
O -2.809 5.467 2.525  0.03
H -0.473 5.562 1.975  0.13
H -0.403 3.864 1.488  0.08
H -3.542 3.133 1.576  0.11
H -1.820 2.864 1.299  0.03

Calculated values
E_HOMO (eV): -8.86
Total energy (eV): -41979.847
ΔE to the lowest compared entry with this formula, charge and spin (kcal/mol): 59.2
Orbital gap (eV): 9.215
SMILES: COC[C@H](C)N.COC[C@H](C)N.COC[C@H](C)N.NC(N)=O.NC(N)=O.NC(N)=O



Record 6
C21H45OP3STb | wB97M-V/def2-TZVPD

Last column: Löwdin spin population.
Positions of all 72 atoms, in Å:
Tb -0.475 -0.577 0.169  6.73
P -0.817 1.833 1.777  0.04
P -3.151 -1.213 0.046  0.03
P 3.433 1.376 -0.836  0.00
H 1.178 -2.257 -3.609  -0.01
C 1.911 -1.938 -2.898  -0.05
C 1.994 -2.545 -1.559  -0.53
H 1.321 -3.382 -1.283  -0.02
C -1.189 3.266 0.690  0.00
C -2.331 1.789 2.821  0.01
C 0.340 2.630 2.970  0.00
C -3.729 -2.762 -0.733  0.00
C -4.294 -0.986 1.447  0.00
C -3.623 0.104 -1.140  0.00
C 5.123 1.291 -1.415  0.00
C 3.095 0.683 0.778  0.00
C 2.675 2.987 -0.922  0.00
H 2.845 -1.596 -3.374  0.00
H 3.008 -2.653 -1.171  -0.03
H -1.498 4.140 1.281  0.00
H -2.007 3.016 0.001  0.00
H -0.307 3.538 0.094  0.00
H -2.270 2.576 3.584  0.00
H -2.399 0.818 3.330  0.00
H -3.223 1.945 2.200  0.00
H -0.214 3.369 3.570  0.00
H 1.164 3.143 2.453  0.00
H 0.755 1.881 3.661  0.00
H -4.678 -3.136 -0.329  0.00
H -2.969 -3.539 -0.541  0.00
H -3.833 -2.620 -1.813  0.00
H -5.087 -0.271 1.208  0.00
H -3.731 -0.620 2.316  0.00
H -4.750 -1.944 1.711  0.00
H -4.406 -0.228 -1.836  0.00
H -2.764 0.400 -1.769  0.00
H -3.982 1.010 -0.629  0.00
H 5.603 2.267 -1.509  0.00
H 5.034 0.859 -2.417  0.00
H 5.738 0.620 -0.805  0.00
H 3.952 0.794 1.454  0.00
H 2.908 -0.396 0.699  0.00
H 2.238 1.180 1.268  0.00
H 3.420 3.713 -1.257  0.00
H 2.252 3.329 0.032  0.00
H 1.876 2.941 -1.667  0.00
C -0.146 -0.127 -2.668  -0.06
C -0.299 1.249 -2.998  -0.01
C -0.960 1.532 -4.186  -0.01
C -1.590 0.511 -4.905  0.01
C -1.702 -0.772 -4.357  0.00
C -1.071 -1.091 -3.148  0.01
S 1.329 -0.595 -1.842  -0.16
H 2.873 0.616 -1.893  0.00
H 0.060 2.056 -2.348  0.00
H -0.937 2.526 -4.623  0.00
H -1.985 0.699 -5.916  0.00
H -2.305 -1.540 -4.824  0.00
H -1.233 -2.028 -2.614  0.00
C 0.817 -2.043 4.147  0.00
C 1.889 -2.792 3.332  0.00
C 1.558 -2.637 1.865  0.00
O 0.481 -1.583 1.843  0.02
C 0.050 -1.162 3.184  0.00
H 0.121 -2.745 4.597  0.00
H 1.249 -1.439 4.953  0.00
H 1.938 -3.848 3.613  0.00
H 2.882 -2.386 3.539  0.00
H 2.391 -2.280 1.264  0.00
H 1.151 -3.548 1.415  0.00
H -1.037 -1.294 3.233  0.00
H 0.342 -0.111 3.291  0.00

Calculated values
E_HOMO (spin up / spin down) (eV): -14.88 / -15.26
Total energy (eV): -85660.281
2S+1: 7
Net charge: +3
Orbital gap (spin up / spin down) (eV): 6.355 / 6.767



Which of these has the highest total energy?
C6H14N2O2